The following is a DFT calculation (ωB97M-V with the def2-TZVPD basis set) of a gas-phase ion, C5H15N2 (charge +2).

As for the net charge: +2. Its HOMO-LUMO gap (alpha / beta) is 11.31 / 5.38 eV. The energy relative to the best compared isomer or geometry (same formula, charge and spin) comes out at 47.4 kcal/mol. The calculation puts the lowest unoccupied orbital energy (alpha / beta) at -7.56 / -13.46 eV. The HOMO energy (alpha / beta) comes out at -0.694 / -0.693 Ha. Its expectation value of S² is 0.75. As for the multiplicity: 2.

Positions of all 22 atoms, in Å:
N (0.98487, 1.51889, 1.36926)
C (0.57110, 0.73289, 0.17124)
C (1.21145, -0.69042, 0.26325)
C (0.57069, -1.57095, -0.87769)
C (-0.76282, -2.24470, -0.44716)
C (-0.98825, 0.82691, 0.00200)
N (-1.34797, 2.19041, -0.28390)
H (0.51691, 2.42240, 1.49537)
H (0.72898, 0.97849, 2.20542)
H (2.00419, 1.63879, 1.36947)
H (0.99690, 1.05622, -0.78939)
H (0.96706, -1.25336, 1.15678)
H (2.28119, -0.60623, 0.14461)
H (1.27834, -2.31438, -1.26902)
H (0.41486, -1.02963, -1.82029)
H (-1.64559, -1.65921, -0.76661)
H (-0.78368, -2.48916, 0.60756)
H (-0.91957, -3.17910, -0.99092)
H (-1.28650, 0.22155, -0.88350)
H (-1.52574, 0.50661, 0.89580)
H (-0.90533, 2.62795, -1.10803)
H (-2.36108, 2.31604, -0.44426)